# 1
Entry from the Open Molecules 2025 dataset: 2 unconnected molecules or ions with the total composition C57H49BN2O4 at a distorted geometry (wB97M-V/def2-TZVPD).

The orbital gap is 3.54 eV. As for the highest occupied orbital energy: -5.760 eV.

Last column: Mulliken charge in e.
CARTESIAN COORDINATES (ANGSTROEM)
C1 -4.76 -2.86 5.40  -1.506
C2 -3.37 -2.42 5.48  0.430
C3 -2.39 -2.47 6.44  -1.020
C4 -1.22 -1.91 5.86  -1.509
C5 -1.53 -1.52 4.58  1.290
B1 -0.82 -0.66 3.43  0.597
C6 -0.03 0.34 4.33  1.019
C7 -0.09 1.70 4.56  -0.663
C8 0.92 2.02 5.53  -1.220
C9 1.58 0.85 5.81  0.537
C10 2.69 0.44 6.63  -1.557
O1 1.00 -0.17 5.10  -0.121
C11 -0.06 -1.97 3.09  0.846
C12 -0.39 -3.23 2.66  -1.013
C13 0.80 -4.02 2.60  -1.413
C14 1.82 -3.17 2.97  0.511
C15 3.26 -3.30 3.05  -1.414
O2 1.31 -1.94 3.24  0.261
C16 -2.13 -0.12 2.77  1.142
C17 -2.99 -0.60 1.81  -0.490
C18 -4.22 0.11 1.92  -1.443
C19 -4.05 1.03 2.93  0.487
C20 -4.92 1.97 3.60  -1.509
O3 -2.76 0.93 3.41  -0.279
O4 -2.85 -1.86 4.37  -0.306
H1 -5.16 -2.96 6.41  0.389
H2 -5.38 -2.15 4.84  0.276
H3 -4.82 -3.84 4.91  0.245
H4 -2.48 -2.85 7.45  0.427
H5 -0.26 -1.80 6.37  0.533
H6 -0.79 2.39 4.11  0.636
H7 1.10 3.00 5.97  0.454
H8 3.28 1.31 6.92  0.390
H9 2.36 -0.03 7.56  0.296
H10 3.34 -0.27 6.11  0.215
H11 -1.40 -3.59 2.45  0.670
H12 0.90 -5.08 2.36  0.431
H13 3.54 -4.24 3.54  0.540
H14 3.68 -3.36 2.03  -0.024
H15 3.72 -2.45 3.57  0.143
H16 -2.78 -1.42 1.13  0.673
H17 -5.13 -0.07 1.36  0.397
H18 -5.62 2.39 2.88  0.392
H19 -5.52 1.45 4.37  0.235
H20 -4.35 2.78 4.08  0.290
C21 -0.06 2.60 -7.31  -0.507
C22 -0.15 3.09 -6.00  -0.780
C23 -0.48 2.22 -4.95  -0.594
C24 -0.60 0.84 -5.20  0.954
N1 -0.88 -0.08 -4.16  0.590
C25 -1.64 -1.25 -4.51  -1.848
C26 -1.00 -2.47 -4.78  0.471
C27 -1.75 -3.58 -5.18  -0.816
C28 -3.14 -3.50 -5.25  -0.347
C29 -3.78 -2.28 -4.98  -0.839
C30 -3.04 -1.16 -4.62  0.405
C31 -0.53 0.11 -2.82  1.460
C32 -1.06 -0.76 -1.85  -1.149
C33 -0.69 -0.65 -0.52  0.020
C34 0.24 0.32 -0.08  -1.190
C35 0.86 0.26 1.23  0.031
C36 2.27 0.02 1.26  0.771
C37 3.17 0.64 2.17  -0.562
C38 4.54 0.47 2.06  -0.772
C39 5.07 -0.41 1.10  0.839
N2 6.45 -0.67 1.05  0.778
C40 6.99 -1.91 0.68  0.381
C41 8.29 -1.98 0.15  -0.324
C42 8.89 -3.22 -0.08  -0.732
C43 8.19 -4.40 0.18  -0.537
C44 6.88 -4.34 0.67  -0.617
C45 6.29 -3.10 0.93  0.801
C46 7.36 0.40 1.30  -1.455
C47 8.20 0.33 2.41  0.256
C48 9.25 1.25 2.52  -0.785
C49 9.45 2.21 1.52  -0.351
C50 8.60 2.26 0.41  -0.842
C51 7.51 1.39 0.33  0.146
C52 4.20 -1.10 0.24  -0.960
C53 2.84 -0.88 0.30  -0.415
C54 0.70 1.25 -1.07  -0.744
C55 0.42 1.07 -2.41  -1.154
C56 -0.54 0.36 -6.52  -0.348
C57 -0.29 1.24 -7.57  -0.706
H21 0.16 3.29 -8.13  0.364
H22 0.03 4.14 -5.78  0.353
H23 -0.63 2.61 -3.94  0.750
H24 0.09 -2.52 -4.69  0.445
H25 -1.24 -4.51 -5.42  0.393
H26 -3.73 -4.37 -5.55  0.383
H27 -4.87 -2.20 -5.06  0.394
H28 -3.52 -0.21 -4.40  0.444
H29 -1.72 -1.59 -2.15  0.362
H30 -1.02 -1.41 0.19  0.435
H31 0.37 0.70 2.09  0.342
H32 2.77 1.32 2.92  0.403
H33 5.21 0.99 2.74  0.517
H34 8.83 -1.05 -0.07  0.386
H35 9.90 -3.26 -0.49  0.384
H36 8.66 -5.36 0.01  0.378
H37 6.31 -5.25 0.86  0.421
H38 5.27 -3.05 1.31  -0.282
H39 8.04 -0.45 3.16  0.450
H40 9.91 1.19 3.38  0.396
H41 10.27 2.91 1.60  0.397
H42 8.76 2.97 -0.39  0.398
H43 6.81 1.40 -0.52  0.415
H44 4.59 -1.82 -0.47  0.723
H45 2.17 -1.38 -0.40  0.519
H46 1.38 2.04 -0.75  0.498
H47 0.97 1.67 -3.14  0.811
H48 -0.69 -0.70 -6.72  0.344
H49 -0.26 0.87 -8.59  0.379

---

# 2
Entry from the Open Molecules 2025 dataset: a molecular structure, C28H41BrFN6O3Ti at a distorted geometry (wB97M-V/def2-TZVPD).

The orbital gap is 7.63 eV. As for the highest occupied orbital energy: -11.054 eV. As for the total charge: +1.

Last column: Mulliken charge in e.
CARTESIAN COORDINATES (ANGSTROEM)
Ti1 0.89 -0.01 0.80  0.017
C1 -6.44 -0.06 -0.73  -1.829
C2 -6.03 1.13 0.12  0.518
C3 -6.55 2.43 -0.46  -0.957
C4 -6.17 3.60 0.43  -1.044
C5 -4.69 3.64 0.63  0.774
C6 -4.04 4.82 0.91  -0.680
C7 -2.65 4.85 1.09  -0.151
F1 -2.09 6.03 1.36  -0.346
C8 -1.88 3.73 0.98  -0.530
C9 -2.52 2.51 0.69  1.129
C10 -1.74 1.30 0.56  1.121
O1 -0.46 1.41 0.60  -0.105
C11 -2.42 0.11 0.38  0.052
C12 -3.79 0.13 0.22  -0.395
N1 -4.53 1.23 0.26  0.124
C13 -3.91 2.46 0.53  -1.213
C14 -1.74 -1.22 0.33  0.090
O2 -2.27 -2.18 -0.20  -0.709
O3 -0.55 -1.25 0.87  -0.615
H1 -7.50 0.04 -0.95  0.426
H2 -6.30 -1.02 -0.23  0.524
H3 -5.90 -0.08 -1.68  0.407
H4 -6.42 1.02 1.13  0.147
H5 -7.63 2.35 -0.56  0.389
H6 -6.13 2.57 -1.46  0.333
H7 -6.67 3.49 1.41  0.336
H8 -6.51 4.55 0.01  0.480
H9 -4.60 5.74 1.00  0.540
H10 -0.82 3.77 1.13  0.676
H11 -4.30 -0.81 0.05  0.668
C15 7.25 -0.63 0.79  -1.473
C16 5.76 -0.51 0.97  0.593
C17 5.18 -0.27 2.20  -0.560
C18 3.80 -0.15 2.31  -0.669
C19 3.00 -0.29 1.19  0.661
Br1 0.70 0.37 3.26  -0.428
N2 3.56 -0.54 -0.02  -0.080
C20 4.89 -0.64 -0.10  -0.536
H12 7.75 -0.68 1.75  0.371
H13 7.65 0.24 0.25  0.297
H14 7.52 -1.51 0.22  0.369
H15 5.80 -0.17 3.08  0.379
H16 3.34 0.04 3.27  0.462
H17 5.28 -0.83 -1.10  0.444
N3 0.89 -0.33 -1.42  -0.216
C21 1.05 0.75 -2.45  -0.923
C22 2.41 1.43 -2.34  0.134
C23 2.41 2.85 -1.78  -1.147
C24 1.65 3.05 -0.48  -0.413
N4 2.01 2.06 0.56  -0.522
H18 1.64 -1.02 -1.51  0.324
H19 0.04 -0.84 -1.64  0.344
H20 0.22 1.44 -2.31  0.447
H21 0.93 0.30 -3.43  0.440
H22 2.88 1.46 -3.32  0.474
H23 3.04 0.80 -1.71  -0.341
H24 1.99 3.56 -2.50  0.406
H25 3.46 3.15 -1.65  0.411
H26 0.58 2.96 -0.64  0.028
H27 1.83 4.07 -0.13  0.453
H28 1.61 2.37 1.45  0.304
H29 3.01 2.04 0.71  0.420
C25 1.01 -5.22 1.03  -1.771
C26 1.22 -4.61 -0.36  1.453
C27 2.62 -4.90 -0.87  -1.698
C28 0.18 -5.16 -1.33  -1.682
N5 1.01 -3.14 -0.36  0.149
N6 1.64 -2.43 0.71  -0.038
H30 0.98 -6.31 0.96  0.459
H31 0.07 -4.89 1.47  0.380
H32 1.82 -4.97 1.72  0.381
H33 2.80 -5.98 -0.90  0.456
H34 3.39 -4.47 -0.22  0.373
H35 2.76 -4.50 -1.87  0.334
H36 0.27 -6.24 -1.41  0.436
H37 0.31 -4.72 -2.32  0.348
H38 -0.83 -4.93 -0.98  0.394
H39 0.02 -2.96 -0.27  -0.034
H40 2.63 -2.60 0.67  0.245
H41 1.29 -2.77 1.61  0.185

---

# 3
Entry from the Open Molecules 2025 dataset: C3H10N2 in the gas phase (wB97M-V/def2-TZVPD).

The orbital gap is 10.05 eV. As for the highest occupied orbital energy: -8.891 eV.

Last column: Mulliken charge in e.
CARTESIAN COORDINATES (ANGSTROEM)
N1 1.65 0.33 0.47  -0.712
C1 0.30 -0.20 0.23  0.465
C2 -0.61 -0.10 1.46  -1.316
C3 -0.31 0.49 -1.01  -0.746
N2 -0.60 -0.39 -2.15  -0.626
H1 1.61 1.26 0.87  0.234
H2 2.20 -0.23 1.11  0.224
H3 0.44 -1.27 0.03  0.338
H4 -1.67 0.13 1.23  0.327
H5 -0.66 -1.02 2.04  0.313
H6 -0.26 0.72 2.10  0.312
H7 0.39 1.24 -1.35  0.320
H8 -1.23 0.97 -0.71  0.397
H9 -1.43 -0.94 -1.99  0.231
H10 0.20 -0.98 -2.33  0.238

---

# 4
Entry from the Open Molecules 2025 dataset: 2 unconnected molecules or ions with the total composition C26H29N5O2 at a distorted geometry (wB97M-V/def2-TZVPD).

The orbital gap is 8.77 eV. As for the highest occupied orbital energy: -8.676 eV.

Last column: Mulliken charge in e.
CARTESIAN COORDINATES (ANGSTROEM)
N1 -2.38 -8.29 -0.11  -0.517
O1 6.54 3.40 -0.80  -0.645
O2 1.79 3.77 0.51  -0.723
C1 -2.54 -7.20 0.29  -0.008
N2 -6.72 -0.81 1.48  -0.684
C2 5.94 3.70 0.22  0.753
C3 2.34 3.58 -0.57  0.166
C4 -5.89 -1.53 2.21  -0.085
C5 -5.91 0.00 0.68  -0.913
C6 -4.59 -0.25 0.93  0.542
C7 0.92 -0.49 -3.15  -0.718
C8 2.22 -0.17 -3.57  -0.597
C9 0.52 -0.21 -1.83  -0.116
C10 -2.03 -5.44 1.92  -0.866
C11 -3.63 -5.01 0.16  -0.975
C12 -2.24 -4.15 2.43  -0.397
C13 -3.83 -3.72 0.66  0.051
C14 3.12 0.42 -2.67  -0.291
C15 1.42 0.40 -0.93  -0.301
C16 -2.73 -5.88 0.79  0.524
C17 -3.15 -3.27 1.82  0.224
C18 2.73 0.71 -1.36  0.311
N3 1.69 3.93 -1.69  -0.089
N4 -4.57 -1.23 1.89  0.132
N5 4.63 3.52 0.38  -0.182
C19 6.68 4.31 1.39  -1.222
C20 2.15 3.82 -3.08  -0.734
C21 -3.34 0.37 0.37  -0.681
C22 -3.36 -1.89 2.42  -0.201
C23 -2.11 -0.49 0.70  -0.027
C24 -2.14 -0.99 2.15  -1.032
C25 3.68 1.42 -0.42  -1.394
C26 3.74 2.94 -0.63  0.328
H1 -6.20 -2.27 2.94  0.402
H2 -6.29 0.73 -0.03  0.425
H3 0.22 -0.94 -3.84  0.417
H4 2.53 -0.39 -4.58  0.397
H5 -0.48 -0.45 -1.52  0.258
H6 -1.33 -6.10 2.42  0.431
H7 -4.17 -5.33 -0.72  0.436
H8 -1.70 -3.84 3.32  0.455
H9 -4.53 -3.07 0.14  0.381
H10 4.13 0.66 -3.00  0.445
H11 1.11 0.63 0.07  0.384
H12 0.77 4.31 -1.53  0.296
H13 4.20 3.82 1.25  0.277
H14 6.60 3.65 2.25  0.322
H15 6.26 5.28 1.62  0.330
H16 7.73 4.42 1.12  0.327
H17 2.14 2.78 -3.40  0.166
H18 1.48 4.39 -3.73  0.355
H19 3.15 4.23 -3.19  0.301
H20 -3.43 0.49 -0.72  0.381
H21 -3.21 1.36 0.81  0.280
H22 -3.47 -2.00 3.50  0.460
H23 -2.07 -1.35 0.02  0.368
H24 -1.21 0.10 0.54  -0.046
H25 -2.18 -0.12 2.82  0.413
H26 -1.22 -1.53 2.37  0.527
H27 4.68 1.00 -0.55  0.486
H28 3.37 1.22 0.61  0.355
H29 4.17 3.12 -1.61  0.339

---

# 5
Entry from the Open Molecules 2025 dataset: 2 unconnected molecules or ions with the total composition C2H4FPSi at a distorted geometry (wB97M-V/def2-TZVPD).

The orbital gap is 7.81 eV. As for the highest occupied orbital energy: -8.740 eV.

Last column: Mulliken charge in e.
CARTESIAN COORDINATES (ANGSTROEM)
C1 -2.18 0.49 0.01  -0.009
C2 -1.95 1.45 0.93  -0.377
F1 2.23 -1.18 -1.45  -0.244
Si1 1.86 -0.60 -0.01  0.456
P1 -3.39 1.65 -0.09  -0.002
H1 -1.86 -0.41 -0.40  0.381
H2 1.24 -1.88 0.69  -0.065
H3 3.20 -0.14 0.58  -0.075
H4 0.84 0.63 -0.26  -0.065

---

# 6
Entry from the Open Molecules 2025 dataset: a molecular structure, C29H44ErN3Si2Te at a distorted geometry (wB97M-V/def2-TZVPD).

Its expectation value of S² is 3.753. The spin multiplicity is 4. The orbital gap (spin up / spin down) is 6.05 / 6.03 eV. As for the highest occupied orbital energy (spin up / spin down): -7.432 / -7.400 eV.

Last column: Mulliken charge in e.
CARTESIAN COORDINATES (ANGSTROEM)
Er1 0.88 0.76 -1.16  -0.377
C1 -1.63 0.33 4.38  -0.498
C2 -2.11 0.35 3.07  -0.877
C3 -1.21 0.44 2.00  0.791
C4 0.17 0.50 2.23  -0.671
C5 0.63 0.48 3.55  -0.272
C6 -0.26 0.39 4.62  -0.694
N1 1.02 0.76 1.14  1.246
N2 2.04 0.02 1.12  -0.665
C7 3.16 0.53 0.39  0.226
C8 4.36 0.67 1.09  -0.574
C9 5.56 1.03 0.45  -0.848
C10 5.57 1.25 -0.93  -0.438
C11 4.40 1.12 -1.66  -0.795
C12 3.22 0.76 -1.01  0.897
H1 -2.33 0.27 5.21  0.393
H2 -3.18 0.32 2.87  0.466
H3 -1.59 0.49 0.98  0.114
H4 1.70 0.57 3.75  0.441
H5 0.11 0.39 5.64  0.387
H6 4.38 0.47 2.16  0.399
H7 6.48 1.11 1.02  0.397
H8 6.50 1.51 -1.43  0.390
H9 4.39 1.28 -2.74  0.478
C13 2.61 -3.10 -0.65  -0.588
Si1 1.13 -4.14 -0.18  0.115
C14 0.59 -5.16 -1.66  -1.012
C15 1.61 -5.29 1.21  -1.022
C16 -0.27 -3.04 0.39  -0.643
Te1 -0.87 -1.68 -1.16  0.127
C17 -2.45 -2.97 -1.80  -0.583
Si2 -4.08 -2.48 -1.02  0.127
C18 -4.52 -0.74 -1.51  -0.322
C19 -3.97 -2.60 0.84  -0.604
C20 -5.41 -3.64 -1.63  -0.988
H10 3.44 -3.76 -0.98  0.474
H11 2.93 -2.50 0.22  0.051
H12 2.34 -2.42 -1.49  0.163
H13 1.43 -5.81 -1.97  0.348
H14 0.31 -4.48 -2.49  0.302
H15 -0.28 -5.78 -1.37  0.278
H16 2.44 -5.94 0.88  0.305
H17 0.73 -5.91 1.49  0.294
H18 1.93 -4.69 2.08  0.298
H19 0.05 -2.45 1.28  0.391
H20 -1.13 -3.66 0.70  0.380
H21 -2.21 -4.02 -1.53  0.154
H22 -2.53 -2.93 -2.91  0.571
H23 -3.74 -0.04 -1.15  -0.285
H24 -5.50 -0.46 -1.06  0.334
H25 -4.60 -0.67 -2.61  0.309
H26 -3.18 -1.91 1.21  -0.024
H27 -3.72 -3.64 1.13  0.289
H28 -4.95 -2.32 1.28  0.366
H29 -5.49 -3.58 -2.73  0.307
H30 -6.38 -3.36 -1.17  0.267
H31 -5.15 -4.68 -1.34  0.277
C21 1.89 5.81 0.25  -0.985
N3 2.24 4.49 -0.26  0.146
C22 2.14 3.47 0.79  -0.654
C23 1.54 4.12 -1.49  -1.606
C24 0.04 3.95 -1.40  1.257
C25 -0.84 5.03 -1.57  -0.640
C26 -2.22 4.85 -1.49  -0.671
C27 -2.74 3.58 -1.24  -0.629
C28 -1.88 2.49 -1.07  0.188
C29 -0.50 2.68 -1.16  0.309
H32 2.56 6.10 1.06  0.311
H33 0.86 5.85 0.64  0.344
H34 1.99 6.57 -0.53  0.320
H35 2.82 3.71 1.61  0.507
H36 2.44 2.49 0.41  -0.091
H37 1.13 3.40 1.20  0.303
H38 1.97 3.20 -1.89  0.287
H39 1.76 4.87 -2.27  0.655
H40 -0.44 6.03 -1.77  0.393
H41 -2.89 5.69 -1.62  0.360
H42 -3.81 3.43 -1.17  0.413
H43 -2.27 1.50 -0.88  -0.679
H44 0.88 0.76 -3.18  -0.211

---

# 7
Entry from the Open Molecules 2025 dataset: C21H25BrN2O5 in the gas phase (wB97M-V/def2-TZVPD).

The orbital gap is 8.50 eV. As for the highest occupied orbital energy: -8.188 eV.

Last column: Mulliken charge in e.
CARTESIAN COORDINATES (ANGSTROEM)
C1 -2.95 -1.36 0.63  -0.909
H1 -3.57 -1.84 -0.13  0.449
O1 -2.87 0.04 0.41  -0.507
C2 -2.27 0.48 -0.74  0.753
C3 -1.75 -0.37 -1.70  -0.143
C4 -1.14 0.10 -2.85  0.417
C5 -1.07 1.47 -3.06  -0.571
C6 -1.60 2.32 -2.12  -0.095
C7 -2.19 1.87 -0.94  0.544
O2 -2.72 2.84 -0.13  -0.501
C8 -2.61 2.72 1.27  -0.691
H2 -3.28 1.94 1.66  0.214
H3 -2.94 3.70 1.64  0.404
C9 -1.15 2.49 1.69  0.519
O3 -0.31 3.35 1.50  -0.624
N1 -0.92 1.29 2.24  -0.012
H4 -1.67 0.62 2.23  0.229
C10 0.40 0.78 2.61  1.696
C11 0.20 -0.61 3.20  -1.812
H5 -0.47 -0.58 4.05  0.466
H6 1.16 -1.01 3.53  0.432
H7 -0.21 -1.29 2.45  0.267
C12 1.29 0.72 1.37  -1.331
H8 1.43 1.72 0.96  0.512
H9 2.26 0.30 1.61  0.529
H10 0.82 0.10 0.60  0.016
C13 1.02 1.71 3.66  -1.970
H11 0.39 1.75 4.55  0.404
H12 2.00 1.35 3.95  0.448
H13 1.12 2.71 3.26  0.412
Br1 -1.55 4.19 -2.40  -0.148
H14 -0.62 1.87 -3.95  0.407
C14 -0.50 -0.85 -3.84  -1.892
N2 0.95 -0.77 -3.83  -0.143
C15 1.69 -1.08 -2.72  0.599
C16 1.19 -1.85 -1.67  0.251
C17 1.99 -2.16 -0.57  -0.165
C18 3.31 -1.75 -0.52  -0.663
C19 3.82 -1.01 -1.57  -0.819
C20 3.03 -0.67 -2.65  -0.597
H15 3.44 -0.07 -3.45  0.372
H16 4.85 -0.67 -1.54  0.400
H17 3.92 -1.99 0.34  0.512
C21 1.34 -2.87 0.54  0.444
O4 0.14 -3.00 0.67  -0.648
O5 2.20 -3.35 1.45  -0.488
H18 1.71 -3.80 2.16  0.383
H19 0.18 -2.22 -1.68  0.343
H20 1.33 -0.02 -4.39  0.274
H21 -0.83 -0.60 -4.86  0.582
H22 -0.80 -1.88 -3.63  0.374
H23 -1.84 -1.44 -1.56  0.541
H24 -1.96 -1.83 0.66  0.259
H25 -3.43 -1.47 1.60  0.277

---

# 8
Entry from the Open Molecules 2025 dataset: a molecular structure, C2HLiNaO3 at a distorted geometry (wB97M-V/def2-TZVPD).

The orbital gap (spin up / spin down) is 7.25 / 7.25 eV. As for the highest occupied orbital energy (spin up / spin down): -11.228 / -11.229 eV. As for the total charge: +1.

Last column: Mulliken charge in e.
CARTESIAN COORDINATES (ANGSTROEM)
O1 1.27 -1.02 -0.54  -0.663
C1 0.21 -0.62 -1.06  -0.380
O2 0.58 0.84 1.63  -0.491
C2 -0.37 1.10 0.99  0.914
O3 -1.53 1.21 0.81  -0.439
Li1 1.96 -0.59 1.13  0.942
H1 0.32 -0.46 -2.17  0.187
Na1 -2.44 -0.45 -0.78  0.930

---

Number 1: calculated total energy -2636.595045 Eh. Number 2: calculated total energy -5169.148613 Eh. Number 3: calculated total energy -229.794485 Eh. Number 4: calculated total energy -1432.468987 Eh. Number 5: calculated total energy -809.189688 Eh. Number 6: calculated total energy -3157.613794 Eh. Number 7: calculated total energy -3874.990603 Eh. Number 8: calculated total energy -472.163906 Eh.